Molecular formula: C16H23AgCl3N2OPS
Method: DFT, ωB97M-V with the def2-TZVPD basis set

```
48
Properties=species:S:1:pos:R:3
Ag 1.143 0.691 -0.684
Cl -3.208 -3.546 4.244
C -2.367 -2.857 2.883
C -1.542 -1.764 3.073
C -0.882 -1.225 1.981
Cl 0.167 0.138 2.245
C -1.000 -1.717 0.665
O -0.396 -1.222 -0.365
C -1.848 -2.850 0.558
Cl -2.023 -3.565 -1.015
C -2.520 -3.409 1.625
H -1.410 -1.334 4.055
H -3.155 -4.270 1.469
C 0.144 2.968 -3.641
C -1.066 2.499 -2.842
P -0.666 2.191 -1.083
C -0.536 3.865 -0.358
C -0.272 3.803 1.144
C -2.212 1.507 -0.382
C -3.462 2.370 -0.508
H -0.113 3.105 -4.692
H 0.954 2.239 -3.582
H 0.527 3.920 -3.271
H -1.443 1.553 -3.239
H -1.881 3.225 -2.912
H -1.445 4.430 -0.580
H 0.287 4.374 -0.863
H -1.089 3.311 1.674
H -0.156 4.803 1.562
H 0.638 3.240 1.355
H -2.000 1.275 0.666
H -2.339 0.536 -0.868
H -3.353 3.319 0.019
H -4.321 1.855 -0.078
H -3.702 2.591 -1.549
C 5.340 -2.371 0.673
N 3.978 -2.740 0.335
C 3.404 -3.987 0.495
C 2.122 -3.875 0.090
N 1.926 -2.577 -0.311
C 3.058 -1.876 -0.149
S 3.387 -0.218 -0.467
H 5.886 -3.270 0.946
H 5.338 -1.673 1.508
H 5.819 -1.900 -0.182
H 3.966 -4.824 0.866
H 1.332 -4.604 0.047
H 0.992 -2.132 -0.556
```

Spin multiplicity: 1
LUMO energy, Ha: 0.0220
ΔE to the lowest compared entry with this formula, charge and spin, eV: 0.0456
Orbital gap, eV: 8.04

---

Molecular formula: C16H23Cl14FO3
Method: DFT, ωB97M-V with the def2-TZVPD basis set

```
57
Properties=species:S:1:pos:R:3
C -1.511 1.012 -0.286
C -1.142 0.256 -1.569
C -1.928 -1.060 -1.659
O -1.205 -2.129 -2.285
C -0.186 -2.616 -1.575
C -0.289 -3.092 -0.363
C 0.906 -3.601 0.341
O 0.871 -4.408 1.196
C 2.211 -2.993 -0.074
C 2.328 -2.533 -1.270
F 3.383 -1.961 -1.748
C 1.171 -2.674 -2.211
O 1.310 -2.862 -3.360
H -1.044 0.578 0.601
H -2.590 0.999 -0.129
H -1.199 2.054 -0.342
H -1.459 0.902 -2.384
H -0.062 0.121 -1.586
H -2.794 -0.897 -2.290
H -2.321 -1.312 -0.674
H -1.264 -3.106 0.096
H 3.020 -2.919 0.635
Cl 0.910 0.128 1.948
C 1.049 1.709 2.728
Cl -0.230 1.962 3.920
H 2.010 1.766 3.226
H 0.976 2.478 1.968
Cl -3.601 -3.992 3.132
C -2.072 -3.467 3.849
Cl -1.369 -2.117 2.956
H -2.252 -3.154 4.871
H -1.373 -4.297 3.826
Cl -0.074 4.078 0.011
C -0.130 5.125 -1.416
Cl -0.553 4.210 -2.869
H -0.878 5.892 -1.253
H 0.844 5.576 -1.557
Cl 1.246 6.887 0.931
C 0.133 7.978 1.761
Cl -1.215 8.451 0.718
H -0.262 7.473 2.635
H 0.675 8.870 2.056
Cl -6.271 -4.703 0.909
C -5.732 -6.356 0.587
Cl -6.927 -7.548 1.113
H -5.573 -6.469 -0.479
H -4.807 -6.530 1.125
Cl 2.643 -7.048 -2.644
C 2.491 -5.834 -3.923
Cl 2.022 -6.566 -5.462
H 1.736 -5.117 -3.634
H 3.447 -5.339 -4.049
Cl 4.691 6.109 0.609
C 5.533 7.653 0.797
Cl 4.406 9.011 0.908
H 6.125 7.617 1.704
H 6.176 7.805 -0.063
```

Spin multiplicity: 1
Structure (SMILES): CCCOC1=CC(=O)C=C(F)C1=O.ClCCl.ClCCl.ClCCl.ClCCl.ClCCl.ClCCl.ClCCl
LUMO energy, Ha: -0.0295
Orbital gap, eV: 9.00

---

Molecular formula: C16H23F5NO3S
Method: DFT, ωB97M-V with the def2-TZVPD basis set

```
49
Properties=species:S:1:pos:R:3
C 3.105 -1.456 1.262
C 2.099 -0.447 1.846
S 0.439 -0.715 1.264
O -0.300 0.643 1.572
C -1.357 0.572 2.600
C -2.718 0.543 1.936
C -2.839 1.523 0.785
O -3.007 -0.746 1.419
C 0.519 -0.659 -0.629
F 1.805 -0.516 -0.995
F -0.126 0.472 -0.962
C -0.138 -1.861 -1.239
C -0.424 -1.774 -2.600
C -1.039 -2.837 -3.238
C -1.368 -3.985 -2.529
C -1.069 -4.069 -1.177
C -1.431 -5.320 -0.413
F -0.649 -6.359 -0.780
F -1.276 -5.151 0.925
F -2.716 -5.669 -0.640
C -0.455 -3.012 -0.526
H 2.646 -2.196 0.610
H 3.837 -0.925 0.660
H 3.625 -1.964 2.067
H 2.372 0.596 1.690
H 2.000 -0.595 2.922
H -1.209 -0.335 3.191
H -1.210 1.424 3.256
H -3.445 0.823 2.708
H -2.570 2.524 1.117
H -2.202 1.216 -0.039
H -3.868 1.530 0.433
H -2.929 -1.410 2.112
H -0.173 -0.885 -3.163
H -1.268 -2.777 -4.292
H -1.859 -4.811 -3.025
H -0.245 -3.111 0.527
C 1.738 2.830 -0.344
C 2.642 4.043 -0.407
O 3.816 3.961 -0.096
N 2.093 5.213 -0.816
C 0.725 5.477 -1.220
H 2.351 2.000 -0.003
H 0.919 2.990 0.361
H 1.321 2.587 -1.320
H 2.749 5.979 -0.835
H 0.688 5.837 -2.249
H 0.271 6.231 -0.576
H 0.132 4.570 -1.156
```

Charge: +1
Spin multiplicity: 1
LUMO energy, Ha: -0.1358
ΔE to the lowest compared entry with this formula, charge and spin, eV: 0.0000
Orbital gap, eV: 8.05

---

Molecular formula: C16H23F6N3PRh
Method: DFT, ωB97M-V with the def2-TZVPD basis set

```
50
Properties=species:S:1:pos:R:3
Rh -0.066 -0.045 -0.705
N 0.744 -3.781 3.816
C 1.260 -3.196 2.516
C 1.235 -1.673 2.559
C 1.952 -1.118 1.309
N 1.279 0.145 0.823
C 2.092 -2.151 0.180
C 0.881 -3.074 0.010
N -0.237 -2.336 -0.645
C 0.405 -3.681 1.356
H 1.340 -3.525 4.610
H 0.724 -4.806 3.776
H -0.207 -3.470 4.035
H 2.284 -3.565 2.442
H 1.717 -1.284 3.458
H 0.190 -1.342 2.577
H 2.953 -0.803 1.606
H 2.006 0.689 0.354
H 0.995 0.714 1.621
H 2.970 -2.764 0.390
H 2.324 -1.657 -0.769
H 1.171 -3.896 -0.644
H -1.130 -2.752 -0.392
H -0.174 -2.432 -1.660
H 0.400 -4.770 1.290
H -0.626 -3.368 1.554
C -0.721 5.646 -0.532
C 0.367 4.798 -0.506
C 0.185 3.406 -0.508
C -1.093 2.839 -0.540
C -1.361 1.456 -0.581
C -2.650 0.947 -0.765
C -3.726 1.812 -0.831
C -3.511 3.198 -0.737
C -2.221 3.717 -0.601
C -2.013 5.111 -0.582
H -0.581 6.719 -0.528
H 1.370 5.204 -0.492
H 1.060 2.770 -0.520
H -2.827 -0.115 -0.899
H -4.724 1.423 -0.978
H -4.353 3.876 -0.807
H -2.871 5.771 -0.622
F -0.871 -0.306 -2.574
P 0.479 0.199 -3.688
F -0.200 1.604 -3.627
F 1.232 0.728 -2.031
F 1.771 0.685 -4.363
F -0.315 -0.337 -4.884
F 1.090 -1.210 -3.272
```

Charge: +3
Spin multiplicity: 2
LUMO energy (spin up / spin down), Ha: -0.4057 / -0.4409
ΔE to the lowest compared entry with this formula, charge and spin, eV: 0.8610
Orbital gap (spin up / spin down), eV: 6.69 / 6.51

---

Molecular formula: C16H23FN2O3S
Method: DFT, ωB97M-V with the def2-TZVPD basis set

```
46
Properties=species:S:1:pos:R:3
C -1.577 6.231 -3.930
C -1.261 4.835 -3.406
C 0.212 4.703 -3.026
C 0.612 3.287 -2.610
C -0.032 2.854 -1.292
N 0.473 1.572 -0.851
C 1.271 1.438 0.229
O 1.576 2.346 0.969
C 1.714 0.017 0.458
C 0.791 -1.021 0.509
C 1.210 -2.310 0.770
S -0.042 -3.593 0.807
O -0.851 -3.464 -0.370
O 0.599 -4.854 1.057
N -0.955 -3.048 2.114
C -0.378 -3.450 3.383
C -0.994 -4.820 3.723
C -2.230 -4.929 2.812
C -2.315 -3.558 2.126
C 2.542 -2.607 0.984
C 3.479 -1.589 0.937
C 3.054 -0.295 0.680
F 3.977 0.672 0.607
H -1.352 6.980 -3.174
H -0.986 6.450 -4.816
H -2.630 6.313 -4.191
H -1.888 4.633 -2.536
H -1.504 4.097 -4.174
H 0.440 5.394 -2.212
H 0.820 4.994 -3.886
H 0.336 2.583 -3.399
H 1.697 3.247 -2.488
H 0.209 3.570 -0.503
H -1.118 2.787 -1.398
H 0.312 0.777 -1.450
H -0.262 -0.841 0.358
H -0.648 -2.695 4.128
H 0.706 -3.484 3.288
H -0.284 -5.612 3.496
H -1.258 -4.877 4.778
H -2.075 -5.702 2.060
H -3.137 -5.156 3.367
H -2.929 -2.860 2.703
H -2.680 -3.604 1.102
H 2.827 -3.630 1.174
H 4.529 -1.779 1.092
```

Spin multiplicity: 1
Structure (SMILES): CCCCCNC(=O)c1cc(S(=O)(=O)N2CCCC2)ccc1F
LUMO energy, Ha: 0.0216
ΔE to the lowest compared entry with this formula, charge and spin, eV: 0.3818
Orbital gap, eV: 10.24

---

Total energy / Ha: -3075.39844; -7391.63522; -1801.20565; -1837.98672; -1456.77536